Molecular formula: C26H27FN4O2
Method: DFT, wB97M-V/def2-TZVPD

Output
- relative energy (zero: lowest compared OMol25 entry of this formula, charge and spin) (kJ/mol) = 1820.8
- E_LUMO (Ha) = 0.0060

The geometry in XYZ format:
```
60
Properties=species:S:1:pos:R:3:forces:R:3:lowdin_charge:R:1
O -4.00067 -0.70282 -2.71448 2.738 -4.245 -1.686 -0.014
C -3.19019 -1.64909 -3.10942 -2.309 3.765 5.935 -0.375
N -2.88138 -2.77667 -2.25314 4.294 -0.388 -6.121 0.101
C -3.23974 -3.01102 -0.98957 4.404 -5.208 -0.180 -0.349
C -4.03645 -2.26552 -0.41751 -9.205 6.347 7.573 -0.005
C -4.59748 -2.52217 0.98667 9.343 -5.562 -6.956 0.023
C -4.09553 -3.53556 1.58453 3.517 -8.750 2.718 -0.070
C -3.06350 -4.61934 0.94601 -2.229 4.251 0.564 0.056
C -2.63498 -4.19759 -0.27575 -1.701 0.772 0.253 -0.002
H -1.95828 -4.70953 -0.89026 1.050 -1.090 -0.505 0.077
H -2.82089 -5.47972 1.59185 0.093 0.640 -0.793 0.111
F -4.45063 -4.23635 2.92640 0.224 2.671 -3.052 -0.123
H -5.24017 -2.05039 1.36804 -9.183 7.327 4.956 0.009
H -4.69519 -1.38925 -0.67612 1.736 -1.101 -1.182 0.141
H -1.97113 -3.37452 -2.57964 -3.178 2.099 0.743 0.196
C -2.32723 -1.39618 -4.24333 -1.106 -3.030 -5.951 -0.193
N -1.18113 -0.46608 -4.35331 -0.912 -3.404 4.920 -0.066
C -1.63914 0.90182 -4.09493 -4.239 -4.554 2.584 -0.275
C -0.50334 1.57022 -4.28834 3.478 10.937 4.548 -0.295
N 0.47464 1.48389 -3.17818 2.661 -3.434 -1.204 -0.129
C 1.77387 2.27001 -3.23352 -4.720 4.222 -1.311 -0.089
C 2.36624 2.37373 -1.74612 -1.116 -1.680 -4.566 -0.551
O 3.53712 2.49151 -1.74865 3.901 1.102 1.018 0.070
N 1.51603 2.08011 -0.78732 -1.881 -2.246 -1.065 0.109
C 1.96579 1.52714 0.54149 -8.007 2.697 -5.513 -0.208
C 3.09743 2.00565 0.96040 8.008 1.586 1.900 -0.126
C 3.44554 1.99347 2.23246 -3.045 -2.850 6.560 0.089
C 2.25167 1.35315 3.28620 5.575 5.022 -5.197 -0.109
C 1.07484 1.35737 2.70604 -1.709 -1.688 -2.921 -0.039
C 0.81589 1.45106 1.26293 1.758 -2.337 4.439 0.024
H -0.14726 1.09202 0.94470 -0.140 0.597 -0.570 0.112
H 0.37677 0.84896 3.27932 -2.233 -0.121 1.191 0.092
C 2.51389 1.29879 4.65983 2.922 7.234 -1.270 -0.274
C 2.10878 0.29942 5.27168 -1.953 -5.841 6.313 -0.069
C 2.28875 0.13567 6.68046 -5.291 -5.377 1.035 -0.107
C 2.85607 0.90967 7.50016 4.377 5.627 -11.834 -0.074
C 3.64217 1.94380 6.67147 -2.444 5.130 2.756 -0.012
C 3.15746 2.42888 5.41269 1.173 -6.522 2.398 0.031
H 3.72925 3.08489 4.88353 0.943 2.401 -1.264 0.055
H 4.09098 2.85367 7.43199 -0.530 -2.647 -2.396 0.150
H 3.06412 1.02561 8.36488 1.731 0.210 11.195 -0.004
H 1.70636 -0.57270 7.40821 0.326 -0.007 -2.599 0.150
H 1.49338 -0.41657 4.85607 -0.842 -1.599 -1.265 0.108
H 4.42403 2.19480 2.71607 -0.762 0.073 -0.817 0.111
H 4.03227 2.31783 0.46957 -1.415 -0.108 -1.323 0.136
H 0.61044 1.72142 -1.34318 1.879 0.733 1.884 0.173
H 2.37943 2.19057 -4.19116 0.088 -0.855 1.788 0.127
H 1.28786 3.40853 -3.55498 1.373 -2.508 1.276 0.163
C 0.98451 -0.11095 -3.36422 -3.979 6.077 -5.001 -0.101
C -0.20967 -0.84704 -3.06168 0.845 -4.494 -10.019 -0.107
H 0.09042 -2.00324 -3.32440 -0.947 2.360 0.809 0.168
H -0.62498 -0.83307 -2.18485 -2.439 0.722 5.016 0.053
H 1.65465 -0.36696 -2.74059 5.495 -1.075 4.489 0.039
H 1.36225 -0.05435 -4.47235 -0.809 -0.950 2.142 0.169
H -0.85465 2.83901 -4.27493 0.858 -2.856 0.464 0.199
H -0.22045 1.66582 -5.21958 2.512 -0.780 -4.878 0.069
H -2.28292 0.99801 -4.91242 -1.700 1.063 -0.841 0.117
H -2.09154 1.05933 -3.04950 0.228 -0.246 -1.660 0.168
H -1.97149 -2.55963 -4.51035 -0.493 3.089 -0.052 0.155
H -3.24291 -1.02956 -5.15987 2.990 -1.198 2.526 0.214
```
Positions in Å, forces in eV/Å.

***

Molecular formula: C26H27N2O
Method: DFT, wB97M-V/def2-TZVPD

Output
- relative energy (zero: lowest compared OMol25 entry of this formula, charge and spin) (kJ/mol) = 3.7
- charge = +1
- E_LUMO (Ha) = -0.0971
- SMILES = COc1ccc(C2([N+]34CCN(CC3)CC4)c3ccccc3-c3ccccc32)cc1

The geometry in XYZ format:
```
56
Properties=species:S:1:pos:R:3:forces:R:3:lowdin_charge:R:1
C -2.27938 -3.66275 -4.52484 0.200 0.097 -0.236 -0.062
O -1.44251 -2.50126 -4.60165 0.044 0.414 0.943 -0.072
C -1.21286 -1.85372 -3.42878 -0.053 -0.237 0.474 -0.255
C -0.62884 -0.56792 -3.46512 -0.218 -0.373 -0.408 0.030
C -0.40820 0.13197 -2.29180 0.307 -0.458 -0.112 -0.065
C -0.63711 -0.43639 -1.02091 -0.764 -0.172 -0.845 -0.146
C -0.20488 0.29450 0.23243 -1.811 0.064 0.059 -0.216
N 1.30470 0.32625 0.32366 1.811 -0.360 0.148 -0.077
C 1.84393 -1.13711 0.31850 -0.770 0.409 -0.113 -0.036
C 3.35242 -1.12322 0.41759 1.048 0.732 0.132 -0.130
N 3.86495 0.26270 0.51976 0.015 0.082 0.000 -0.140
C 3.49561 1.02161 -0.69492 1.080 -0.468 0.871 -0.134
C 1.99168 1.05469 -0.85847 -0.715 -0.078 0.195 -0.052
C 3.29878 0.94755 1.70435 1.191 -0.401 -0.625 -0.132
C 1.78775 1.00432 1.63512 -0.695 -0.115 -0.387 -0.033
C -0.73836 -0.32350 1.53756 -0.576 -0.047 0.596 -0.114
C -0.81197 -1.64201 1.97996 0.213 -0.045 0.521 -0.055
C -1.22702 -1.93265 3.29154 0.088 0.295 -0.535 -0.049
C -1.70562 -0.91719 4.11671 0.025 -0.085 -0.158 -0.049
C -1.81696 0.38534 3.61813 0.314 -0.020 -0.258 0.011
C -1.29282 0.67897 2.36022 0.112 -0.814 0.230 -0.124
C -1.34667 1.93066 1.61523 0.024 -0.019 -0.358 -0.128
C -2.02194 3.08529 1.98129 0.165 0.028 0.014 0.002
C -2.23440 4.05880 1.00552 0.180 -0.367 -0.204 -0.046
C -1.87213 3.77764 -0.31479 -0.168 0.559 0.091 -0.053
C -1.18860 2.61576 -0.65969 0.401 0.052 -0.230 -0.020
C -0.81760 1.71236 0.31997 -0.738 0.196 0.779 -0.080
C -1.33644 -1.65505 -1.01696 0.361 0.012 0.041 -0.011
C -1.56760 -2.39675 -2.17150 -0.133 0.374 -0.643 0.008
H -2.42734 -3.90022 -5.57252 -0.200 -0.343 0.079 0.097
H -1.77944 -4.49003 -3.99958 -0.080 0.220 -0.218 0.099
H -3.23916 -3.44332 -4.03514 0.257 0.038 -0.180 0.103
H -0.34384 -0.12857 -4.43148 -0.346 -0.237 0.459 0.134
H -0.00964 1.13736 -2.38906 0.005 -0.483 -0.055 0.088
H 1.50704 -1.60650 -0.61204 -0.117 0.264 0.232 0.141
H 1.40054 -1.66829 1.16491 -0.032 0.373 -0.247 0.118
H 3.68361 -1.68359 1.30427 -0.026 0.198 -0.306 0.133
H 3.79948 -1.58754 -0.47311 -0.049 0.142 0.323 0.133
H 3.90822 2.03558 -0.61172 -0.058 -0.291 0.000 0.132
H 3.97343 0.52576 -1.55396 -0.187 0.235 0.262 0.134
H 1.60856 2.08247 -0.90186 -0.148 -0.379 0.122 0.143
H 1.74760 0.52299 -1.77331 -0.272 0.033 0.294 0.112
H 3.63020 0.40694 2.60210 -0.079 0.203 -0.258 0.133
H 3.72371 1.96146 1.72853 -0.083 -0.348 0.081 0.132
H 1.43113 2.03871 1.62381 -0.169 -0.309 -0.100 0.144
H 1.35171 0.47341 2.48551 -0.169 0.085 -0.394 0.139
H -0.58442 -2.49858 1.35873 0.393 0.181 0.024 0.106
H -1.16716 -2.97742 3.59777 -0.215 0.375 0.168 0.115
H -2.01442 -1.16043 5.12871 -0.086 0.129 -0.149 0.113
H -2.30639 1.18000 4.17523 0.158 -0.232 0.133 0.116
H -2.40121 3.18698 3.00562 0.135 0.091 -0.515 0.123
H -2.71329 4.99474 1.26257 -0.088 -0.070 -0.096 0.112
H -2.13807 4.47410 -1.11358 0.102 -0.169 0.328 0.116
H -0.99089 2.43098 -1.70761 -0.033 0.254 0.205 0.097
H -1.74269 -2.06782 -0.10295 0.233 0.104 -0.120 0.101
H -2.05513 -3.37808 -2.08797 0.216 0.678 -0.053 0.114
```
Positions in Å, forces in eV/Å.

***

Molecular formula: C26H27N3O3
Method: DFT, wB97M-V/def2-TZVPD

Output
- relative energy (zero: lowest compared OMol25 entry of this formula, charge and spin) (kJ/mol) = 152.0
- E_LUMO (Ha) = 0.0237
- SMILES = COC(=O)C1CCN(Cc2cn(Cc3ccccc3)nc2-c2cc3ccccc3o2)CC1

The geometry in XYZ format:
```
59
Properties=species:S:1:pos:R:3:forces:R:3:lowdin_charge:R:1
C 4.27225 -4.15372 1.21828 0.229 -0.265 0.186 -0.043
O 3.84228 -2.82884 0.94158 -0.282 0.153 -0.226 -0.044
C 4.51213 -1.84980 1.56374 0.129 0.408 0.135 -0.486
O 5.42813 -2.05190 2.31695 0.092 -0.107 0.067 0.120
C 3.97478 -0.48282 1.19672 -0.126 -0.309 -0.122 -0.224
C 2.49785 -0.35503 1.58658 0.031 0.276 -0.085 -0.117
C 1.95692 1.01038 1.14042 -0.085 -0.161 0.264 -0.175
N 2.13448 1.27976 -0.27366 -0.039 0.143 -0.148 -0.172
C 1.20056 0.56212 -1.12465 -0.016 0.062 0.003 -0.150
C -0.16083 1.16794 -1.02616 -0.227 -0.036 0.003 -0.125
C -0.47369 2.43506 -0.58745 0.124 -0.272 -0.167 0.002
N -1.81476 2.56204 -0.64851 0.545 -0.171 -0.309 -0.152
C -2.60548 3.67921 -0.20414 -0.332 0.218 0.279 -0.083
C -2.76978 3.64969 1.29725 0.011 0.094 -0.017 -0.213
C -2.37623 4.71939 2.08685 -0.052 -0.041 -0.116 -0.048
C -2.52527 4.66290 3.46250 0.009 0.044 0.124 -0.087
C -3.05956 3.53317 4.05679 0.024 0.062 0.094 -0.092
C -3.44768 2.45898 3.27250 -0.025 -0.063 -0.019 -0.078
C -3.30539 2.51703 1.89851 -0.026 0.002 0.000 -0.035
N -2.39621 1.45885 -1.08420 -0.712 -0.426 -0.272 0.155
C -1.41894 0.58863 -1.33226 0.089 0.787 0.412 -0.163
C -1.71064 -0.72464 -1.84822 0.634 -0.624 -0.470 -0.180
C -0.90512 -1.64630 -2.45732 -0.282 0.613 0.355 0.054
C -1.73652 -2.75741 -2.77482 -0.718 -0.059 0.166 -0.158
C -1.54371 -3.99405 -3.38883 -0.005 0.151 0.064 -0.031
C -2.63028 -4.82968 -3.52430 0.006 -0.166 -0.080 -0.100
C -3.89572 -4.46059 -3.06322 -0.023 -0.019 0.000 -0.092
C -4.11361 -3.24196 -2.45140 -0.026 0.339 0.159 0.002
C -3.02192 -2.39957 -2.31507 0.615 -0.848 -0.534 -0.209
O -2.99427 -1.17123 -1.75747 -0.266 0.307 0.220 0.114
C 3.52508 1.14046 -0.65047 0.197 -0.171 -0.129 -0.182
C 4.12493 -0.22915 -0.30768 -0.052 0.296 0.084 -0.121
H 5.30129 -4.29552 0.88191 -0.083 -0.024 0.031 0.098
H 4.22444 -4.35101 2.29098 0.005 -0.024 -0.099 0.098
H 3.59842 -4.81263 0.67675 0.026 0.042 0.018 0.093
H 4.56422 0.25602 1.74994 0.002 -0.138 -0.014 0.156
H 1.93051 -1.15651 1.11066 -0.019 -0.039 0.047 0.114
H 2.38353 -0.45443 2.66719 -0.054 -0.050 0.029 0.126
H 2.48044 1.79970 1.69017 -0.057 0.001 0.072 0.126
H 0.89268 1.08143 1.37441 0.065 0.062 0.076 0.118
H 1.13034 -0.51070 -0.88431 0.039 0.026 -0.099 0.114
H 1.55440 0.64718 -2.15818 0.058 -0.115 0.055 0.135
H 0.16273 3.22481 -0.24661 0.150 0.182 0.112 0.135
H -2.12630 4.60943 -0.52089 -0.073 -0.112 -0.012 0.127
H -3.58135 3.58877 -0.68984 0.204 0.049 -0.037 0.135
H -1.95628 5.60255 1.62635 0.053 0.087 -0.062 0.108
H -2.21988 5.50176 4.07036 0.026 0.064 0.054 0.101
H -3.17273 3.48892 5.12983 -0.007 -0.001 0.087 0.101
H -3.86404 1.57547 3.73317 -0.038 -0.075 0.034 0.103
H -3.60380 1.68347 1.27916 -0.029 -0.102 -0.050 0.109
H 0.13611 -1.54598 -2.68195 0.238 0.124 -0.009 0.109
H -0.56714 -4.28222 -3.74781 0.083 -0.052 -0.042 0.109
H -2.50712 -5.79277 -3.99766 0.013 -0.071 -0.036 0.098
H -4.72127 -5.14482 -3.18951 -0.077 -0.038 0.001 0.099
H -5.08757 -2.94873 -2.09369 -0.125 0.017 0.036 0.115
H 4.08388 1.91720 -0.11737 0.062 0.004 -0.062 0.124
H 3.61766 1.33421 -1.72177 0.037 0.052 0.044 0.119
H 3.60424 -1.01326 -0.85994 0.030 -0.043 -0.041 0.117
H 5.17884 -0.25126 -0.59019 0.027 -0.046 -0.058 0.125
```
Positions in Å, forces in eV/Å.

***

Molecular formula: C26H27N3O3
Method: DFT, wB97M-V/def2-TZVPD

Output
- relative energy (zero: lowest compared OMol25 entry of this formula, charge and spin) (kJ/mol) = 4.1
- E_LUMO (Ha) = 0.0129
- SMILES = O=C(C(=O)N1CCc2ccccc2C1)c1cn(CC(=O)N2CCCCC2)c2ccccc12

The geometry in XYZ format:
```
59
Properties=species:S:1:pos:R:3:forces:R:3:lowdin_charge:R:1
O -1.24652 -3.11422 1.72725 -0.234 0.175 -0.146 0.107
C -1.61983 -1.99993 1.41032 0.105 -0.154 0.312 -0.290
C -2.94108 -1.76580 0.66936 -0.093 -0.491 -0.174 -0.396
O -4.00434 -1.64662 1.24596 0.000 0.120 0.305 0.087
N -2.80830 -1.71927 -0.67439 -0.046 -0.157 -0.198 -0.032
C -3.88754 -1.25545 -1.51661 -0.402 0.122 0.000 -0.117
C -3.67352 0.21262 -1.92119 -0.056 -0.098 0.054 -0.095
C -2.22533 0.63101 -1.96610 0.122 0.001 -0.141 -0.178
C -1.90890 1.95765 -2.23601 0.060 -0.108 -0.048 -0.041
C -0.60006 2.39824 -2.20714 -0.035 0.061 -0.073 -0.073
C 0.42261 1.51565 -1.90186 0.092 -0.037 -0.037 -0.071
C 0.11853 0.19316 -1.64459 -0.020 -0.066 -0.120 -0.037
C -1.19264 -0.25679 -1.68110 -0.006 0.031 -0.142 -0.151
C -1.53520 -1.68663 -1.35356 0.288 0.019 -0.102 -0.077
C -0.83800 -0.79568 1.61837 0.640 0.142 0.270 -0.085
C 0.51596 -0.80972 1.89502 -0.535 -0.428 -0.108 0.028
N 1.02552 0.43947 1.86329 -0.059 -0.111 0.026 -0.012
C 2.39940 0.80918 2.07444 0.452 0.229 -0.130 -0.022
C 3.14372 0.99236 0.73621 -0.130 0.015 0.527 -0.418
O 3.11880 2.07873 0.18866 -0.172 0.405 -0.023 0.051
N 3.81022 -0.05775 0.22068 0.302 -0.156 -0.183 -0.042
C 3.88082 -1.41431 0.71422 -0.279 -0.375 0.114 -0.148
C 3.27244 -2.37751 -0.30780 0.290 -0.040 0.053 -0.169
C 4.00313 -2.25096 -1.64166 -0.285 0.099 -0.056 -0.196
C 3.98081 -0.79870 -2.11191 0.244 -0.099 0.149 -0.165
C 4.54011 0.11556 -1.02465 -0.065 0.305 -0.450 -0.134
C 0.00802 1.32129 1.56849 -0.698 0.181 -0.100 -0.160
C 0.04530 2.70072 1.42018 0.062 0.146 0.075 -0.006
C -1.14719 3.34292 1.16567 0.132 0.046 0.109 -0.084
C -2.34675 2.63520 1.07823 -0.170 -0.067 0.021 -0.083
C -2.38539 1.26446 1.20793 -0.038 0.189 0.031 -0.013
C -1.19009 0.58459 1.42872 0.361 0.154 0.143 -0.099
H -4.81852 -1.36839 -0.95881 0.084 -0.028 -0.147 0.125
H -3.92515 -1.89661 -2.40331 0.003 0.019 0.090 0.127
H -4.13714 0.39138 -2.89449 -0.047 0.020 0.049 0.122
H -4.17660 0.86394 -1.20166 -0.058 -0.008 -0.020 0.115
H -2.70646 2.65290 -2.45582 -0.105 0.104 -0.003 0.118
H -0.37557 3.43492 -2.40637 0.020 0.118 -0.005 0.106
H 1.44195 1.86433 -1.83954 0.128 0.035 0.033 0.096
H 0.90161 -0.50788 -1.39224 0.125 -0.079 0.064 0.087
H -0.76135 -2.14804 -0.73882 -0.027 0.016 -0.132 0.123
H -1.62562 -2.27705 -2.27582 0.034 -0.021 0.171 0.141
H 1.12106 -1.67118 2.10546 0.161 -0.128 0.022 0.138
H 2.42067 1.78675 2.56539 0.059 -0.185 -0.068 0.137
H 2.88319 0.08254 2.72795 -0.131 0.088 -0.021 0.125
H 3.37069 -1.51626 1.66882 0.078 0.052 -0.006 0.097
H 4.93820 -1.66910 0.86398 -0.076 -0.007 0.073 0.133
H 3.34326 -3.39773 0.07142 -0.048 -0.030 0.034 0.117
H 2.21439 -2.14031 -0.43910 -0.071 -0.005 0.051 0.097
H 3.53548 -2.89502 -2.38765 0.069 -0.060 -0.010 0.112
H 5.03855 -2.57761 -1.51768 0.054 -0.058 -0.024 0.114
H 4.57732 -0.68354 -3.01754 -0.026 0.044 -0.050 0.115
H 2.95765 -0.49879 -2.34328 -0.039 0.059 -0.046 0.100
H 4.45822 1.16358 -1.31504 0.098 -0.157 0.067 0.121
H 5.59438 -0.12377 -0.84287 -0.015 0.017 0.007 0.132
H 0.97188 3.24872 1.48296 0.120 0.054 -0.034 0.107
H -1.15692 4.41531 1.04219 0.026 0.099 -0.009 0.103
H -3.26350 3.17949 0.90550 -0.099 0.034 -0.025 0.105
H -3.32062 0.73100 1.16354 -0.143 -0.051 -0.020 0.106
```
Positions in Å, forces in eV/Å.

***

- Which of these has the lowest relative energy (zero: lowest compared OMol25 entry of this formula, charge and spin)?
  C26H27N2O

***

- Look up the relative energy (zero: lowest compared OMol25 entry of this formula, charge and spin) of the third one.
  152.0 kJ/mol